(1)
Computed, not measured: C44H49HgN2OPS6 as an isolated structure, with ωB97M-V/def2-TZVPD.

Structure (ORCA input):
```
! wB97M-V def2-TZVPD RIJCOSX def2/J DEFGRID3
* xyz 1 2
Hg -0.1453 0.4771 -0.2101
C 2.5170 1.7610 2.1194
C 1.8515 3.1184 1.9060
S 1.1041 3.3645 0.2763
C 2.5364 3.8897 -0.7168
C 3.6975 2.9122 -0.9095
S 3.1248 1.3704 -1.6723
C 4.1564 0.1067 -0.8879
C 3.5701 -1.2837 -1.1466
S 1.8192 -1.5898 -0.7394
C 1.8812 -2.0859 0.9963
C 2.3822 -1.0342 1.9798
S 1.3043 0.4210 2.0734
H 2.9890 1.7359 3.1027
H 3.2677 1.5720 1.3614
H 2.5863 3.9111 2.0572
H 1.0440 3.2684 2.6266
H 2.9103 4.8116 -0.2683
H 2.0952 4.1434 -1.6826
H 4.1999 2.6910 0.0304
H 4.4289 3.3812 -1.5674
H 4.2370 0.3152 0.1754
H 5.1586 0.1426 -1.3159
H 4.1544 -2.0377 -0.6163
H 3.6314 -1.5101 -2.2110
H 2.5023 -2.9788 1.0804
H 0.8493 -2.3597 1.2283
H 3.3845 -0.6955 1.7309
H 2.4146 -1.4747 2.9764
S -0.2462 1.4937 -2.5076
C -1.7732 0.8840 -3.0698
N -2.0918 1.1070 -4.3730
C -3.3340 0.5737 -4.9078
C -4.4136 0.7706 -3.8793
N -4.0120 0.1016 -2.6544
C -5.0512 -0.6800 -1.9781
C -5.4301 -1.9092 -2.7713
C -6.7119 -2.0671 -3.2817
C -7.0404 -3.1945 -4.0277
C -6.0828 -4.1665 -4.2708
C -4.7966 -4.0134 -3.7634
C -4.4720 -2.8915 -3.0173
C -2.7172 0.1838 -2.2439
S -2.3194 -0.6054 -0.7500
C -1.2745 1.8692 -5.3145
C -1.8591 3.2374 -5.5895
C -2.0893 4.1263 -4.5407
C -2.6338 5.3764 -4.7905
C -2.9536 5.7533 -6.0905
C -2.7297 4.8729 -7.1369
C -2.1874 3.6177 -6.8843
H -3.2261 -0.4921 -5.1360
H -3.5777 1.1099 -5.8234
H -5.3538 0.3429 -4.2219
H -4.5553 1.8412 -3.6970
H -5.9231 -0.0365 -1.8401
H -4.6841 -0.9603 -0.9954
H -7.4626 -1.3067 -3.0919
H -8.0433 -3.3089 -4.4191
H -6.3358 -5.0430 -4.8539
H -4.0482 -4.7740 -3.9471
H -3.4707 -2.7723 -2.6144
H -1.2214 1.3007 -6.2452
H -0.2678 1.9490 -4.9145
H -1.8344 3.8343 -3.5268
H -2.8081 6.0616 -3.9705
H -3.3762 6.7308 -6.2844
H -2.9804 5.1586 -8.1505
H -2.0150 2.9293 -7.7054
O -1.1077 -1.0721 1.9516
P -2.1095 -0.5980 2.9632
C -3.7994 -0.8782 2.4133
C -4.7832 0.1059 2.4230
C -6.0464 -0.1737 1.9151
C -6.3258 -1.4311 1.4001
C -5.3464 -2.4189 1.3920
C -4.0862 -2.1442 1.8962
C -1.9467 -1.4189 4.5529
C -3.0314 -1.5373 5.4201
C -2.8686 -2.1513 6.6523
C -1.6260 -2.6492 7.0212
C -0.5431 -2.5375 6.1578
C -0.7025 -1.9242 4.9236
C -1.9278 1.1716 3.2786
C -1.6752 1.6873 4.5461
C -1.4612 3.0513 4.7114
C -1.5001 3.9008 3.6157
C -1.7673 3.3942 2.3472
C -1.9856 2.0356 2.1792
H -4.5675 1.0893 2.8220
H -6.8108 0.5935 1.9193
H -7.3105 -1.6452 1.0029
H -5.5668 -3.3991 0.9879
H -3.3102 -2.9008 1.8741
H -4.0039 -1.1589 5.1267
H -3.7122 -2.2486 7.3235
H -1.5033 -3.1323 7.9819
H 0.4229 -2.9312 6.4469
H 0.1306 -1.8377 4.2349
H -1.6358 1.0243 5.4013
H -1.2620 3.4501 5.6983
H -1.3326 4.9623 3.7492
H -1.8094 4.0593 1.4934
H -2.2357 1.6412 1.1989
*
```

**LUMO energy (spin up / spin down)**: -1.9466 / -2.3675 eV
**HOMO energy (spin up / spin down)**: -8.4 / -10.1 eV
**Orbital gap (spin up / spin down)**: 6.4 / 7.7 eV

(2)
Computed, not measured: C44H50MgN3O2P2SSe as an isolated structure, with ωB97M-V/def2-TZVPD.

Structure (ORCA input):
```
! wB97M-V def2-TZVPD RIJCOSX def2/J DEFGRID3
* xyz 1 1
Mg -0.7780 0.4504 -0.0942
C -2.0221 4.5576 -1.1477
C -1.4302 4.1593 0.1770
C -2.2374 3.7047 1.2151
C -1.6890 3.3046 2.4309
C -2.5731 2.8016 3.5391
C -0.3151 3.4157 2.6139
C 0.5128 3.9156 1.6147
C 1.9843 4.1195 1.8587
C -0.0566 4.2568 0.3919
H -1.8649 5.6197 -1.3434
H -3.0930 4.3611 -1.1753
H -1.5505 3.9993 -1.9594
H -3.3117 3.6642 1.0793
H -2.7761 3.5924 4.2639
H -2.0962 1.9801 4.0770
H -3.5239 2.4422 3.1481
H 0.1172 3.1339 3.5700
H 2.2603 5.1598 1.6793
H 2.5983 3.5046 1.1968
H 2.2539 3.8742 2.8854
H 0.5758 4.6456 -0.4015
O 1.0205 0.9470 0.4540
P 2.4171 0.4290 0.1992
C 2.3711 -1.3888 -0.0129
P 0.8495 -2.0907 0.6945
O -0.3392 -1.5114 -0.0417
C 0.9456 -3.8617 0.4951
C 1.2378 -4.3681 -0.7746
C 1.2660 -5.7348 -0.9867
C 0.9990 -6.6022 0.0659
C 0.6969 -6.1054 1.3241
C 0.6700 -4.7356 1.5436
C 0.8613 -1.7228 2.4467
C 1.9422 -2.1274 3.2319
C 1.9589 -1.8410 4.5859
C 0.8965 -1.1539 5.1607
C -0.1804 -0.7498 4.3845
C -0.2002 -1.0330 3.0263
C 3.1230 1.0813 -1.3028
C 4.2057 0.4660 -1.9308
C 4.7387 1.0221 -3.0815
C 4.1864 2.1825 -3.6090
C 3.1017 2.7880 -2.9921
C 2.5673 2.2414 -1.8360
C 3.4646 0.8296 1.5921
C 2.8470 1.1802 2.7909
C 3.6201 1.5378 3.8842
C 5.0034 1.5536 3.7816
C 5.6210 1.2131 2.5846
C 4.8549 0.8565 1.4874
H 3.2572 -1.8632 0.4131
H 2.3431 -1.5896 -1.0875
H 1.4349 -3.6967 -1.6030
H 1.4937 -6.1258 -1.9688
H 1.0244 -7.6709 -0.0988
H 0.4776 -6.7837 2.1370
H 0.4242 -4.3527 2.5249
H 2.7688 -2.6728 2.7901
H 2.7991 -2.1499 5.1926
H 0.9069 -0.9373 6.2206
H -1.0101 -0.2229 4.8358
H -1.0496 -0.7153 2.4296
H 4.6286 -0.4516 -1.5370
H 5.5792 0.5492 -3.5712
H 4.5995 2.6092 -4.5131
H 2.6643 3.6814 -3.4164
H 1.7100 2.6987 -1.3563
H 1.7664 1.1918 2.8563
H 3.1394 1.8094 4.8149
H 5.6052 1.8453 4.6319
H 6.6988 1.2399 2.5017
H 5.3453 0.6161 0.5526
Se -3.2075 0.7321 0.2064
C -3.9107 -1.0397 0.0229
C -3.3464 -2.1727 0.6018
C -3.9521 -3.4056 0.4176
N -5.0741 -3.5922 -0.2755
C -5.6350 -2.5009 -0.7923
C -5.0999 -1.2270 -0.6787
H -2.4458 -2.1048 1.1963
H -3.5120 -4.2947 0.8576
H -6.5616 -2.6533 -1.3359
H -5.6138 -0.3793 -1.1156
C -3.6024 2.0409 -5.2807
C -3.2297 1.7528 -3.8377
N -2.8600 0.3516 -3.6612
C -1.7612 -0.1057 -3.0718
S -0.4536 0.9265 -2.6163
N -1.6454 -1.4179 -2.8507
C -2.6303 -2.4578 -3.1138
C -2.4666 -3.0930 -4.4869
H -3.9125 3.0801 -5.3833
H -4.4331 1.4146 -5.6112
H -2.7555 1.8666 -5.9439
H -4.0574 1.9747 -3.1604
H -2.3805 2.3513 -3.5203
H -3.5653 -0.3229 -3.9155
H -0.7983 -1.6798 -2.3730
H -3.6296 -2.0454 -2.9844
H -2.5227 -3.2004 -2.3226
H -2.5831 -2.3556 -5.2825
H -3.2132 -3.8732 -4.6312
H -1.4788 -3.5425 -4.5909
*
```

**LUMO energy**: -2.1807 eV
**HOMO energy**: -9.7 eV
**Orbital gap**: 7.5 eV

(3)
Computed, not measured: C44H51BeNP2Si as an isolated structure at a distorted geometry, with ωB97M-V/def2-TZVPD.

Structure (ORCA input):
```
! wB97M-V def2-TZVPD RIJCOSX def2/J DEFGRID3
* xyz 0 1
Be 1.4781 -0.8238 -2.3024
C -4.0746 0.5054 -1.0211
C -4.3609 0.4139 -2.3326
C -4.4259 1.4056 -3.4590
C -3.2061 2.1201 -4.0910
C -2.1744 2.8053 -3.2320
C -2.1313 2.8885 -1.8992
C -3.3827 2.9670 -1.0885
C -3.4725 1.6531 -0.2823
C 2.7544 -2.0095 -2.5330
H -4.2378 -0.3939 -0.4034
H -4.6658 -0.6052 -2.6465
H -5.2121 2.1709 -3.3253
H -4.7754 0.8170 -4.3222
H -2.7098 1.4047 -4.7707
H -3.6341 2.8860 -4.7773
H -1.4475 3.3798 -3.8226
H -1.1860 2.9837 -1.3576
H -4.2503 3.1270 -1.7534
H -3.3409 3.8416 -0.4124
H -2.4326 1.3403 -0.0785
H -3.9138 1.8722 0.7076
H 2.8068 -2.6555 -1.6255
H 3.7388 -1.5148 -2.5487
H 2.6663 -2.6953 -3.3692
P 0.2742 -2.0682 -6.1789
P 2.1780 0.6326 -6.8272
C -0.3914 -0.4651 -6.7311
C 0.3880 0.6022 -7.0529
C -0.1396 -3.0768 -7.7556
C -1.1200 -2.6343 -8.6582
C -1.2925 -3.2492 -9.9081
C -0.5330 -4.3662 -10.2633
C 0.3693 -4.8957 -9.3328
C 0.5605 -4.2616 -8.0946
C -1.1255 -2.4300 -5.0554
C -1.1663 -1.7037 -3.8495
C -2.2191 -1.9281 -2.9786
C -3.1930 -2.8933 -3.2495
C -3.1819 -3.5567 -4.4781
C -2.1487 -3.3269 -5.3888
C 2.5264 0.8558 -8.6975
C 2.0802 -0.1082 -9.6318
C 2.4079 0.0031 -10.9908
C 3.1957 1.0651 -11.4468
C 3.5912 2.0524 -10.5418
C 3.2793 1.9386 -9.1804
C 2.4810 2.3714 -6.3131
C 3.7479 2.6874 -5.7678
C 3.9868 3.9750 -5.2850
C 2.9767 4.9474 -5.3195
C 1.7682 4.6598 -5.9613
C 1.5238 3.3820 -6.4714
H -1.4876 -0.3728 -6.7935
H -0.0581 1.4564 -7.5759
H -1.7691 -1.7969 -8.3949
H -2.0299 -2.8466 -10.6045
H -0.6457 -4.8199 -11.2499
H 0.9201 -5.8080 -9.5856
H 1.2493 -4.7058 -7.3732
H -0.3945 -0.9460 -3.6179
H -2.2926 -1.3335 -2.0714
H -3.9526 -3.1134 -2.4988
H -3.9741 -4.2610 -4.7234
H -2.1501 -3.8230 -6.3601
H 1.4606 -0.9495 -9.3021
H 2.0507 -0.7424 -11.7027
H 3.5097 1.1169 -12.4892
H 4.1517 2.9212 -10.8835
H 3.6133 2.7151 -8.4849
H 4.5398 1.9336 -5.7492
H 4.9693 4.2296 -4.8848
H 3.1342 5.9263 -4.8614
H 1.0064 5.4310 -6.0794
H 0.5992 3.1980 -7.0145
C -1.0370 -1.7140 0.1662
Si 0.6879 -1.2929 0.6363
C 0.6182 -0.4433 2.3562
C 1.7749 -2.6728 1.2933
N 1.4246 -0.3628 -0.7632
C 2.5175 0.4100 -0.3455
C 2.4610 1.8339 -0.3571
C 2.9560 2.5295 0.7505
C 3.6291 1.8546 1.7799
C 4.0395 0.5282 1.5635
C 3.5480 -0.1787 0.4675
H -1.1795 -2.7995 0.2066
H -1.1316 -1.4049 -0.8692
H -1.8209 -1.2159 0.7488
H -0.1037 -0.9561 3.0207
H 1.5858 -0.4833 2.8879
H 0.3063 0.6083 2.3060
H 2.0725 -3.3920 0.5258
H 2.6912 -2.2774 1.7655
H 1.2511 -3.2215 2.0934
H 2.0011 2.3473 -1.2057
H 2.8126 3.6079 0.8489
H 3.9206 2.3786 2.6953
H 4.7129 0.0405 2.2733
H 3.8618 -1.2046 0.2613
*
```

**LUMO energy**: 0.0251 eV
**HOMO energy**: -7.6 eV
**Orbital gap**: 7.6 eV

(4)
Computed, not measured: C44H51F6N6O4PPb as an isolated structure, with ωB97M-V/def2-TZVPD.

Structure (ORCA input):
```
! wB97M-V def2-TZVPD RIJCOSX def2/J DEFGRID3
* xyz 0 1
Pb -1.4989 0.4208 -0.0589
C 1.6428 -3.6838 3.0167
N 0.4275 -2.9129 2.7906
C -0.8433 -3.6197 2.8767
C 0.4422 -1.6152 2.4150
O -0.5674 -0.9712 2.1705
C 1.8069 -0.9607 2.2284
O 1.6794 0.4268 2.1113
C 1.2609 1.0441 3.3031
C 0.4420 2.2954 2.9784
O 0.0587 2.5165 1.8494
N 0.1664 3.1285 4.0221
C -0.6084 4.3300 3.7683
C 0.4831 2.8721 5.4127
H 1.3548 -4.7070 3.2438
H 2.2836 -3.7054 2.1331
H 2.2177 -3.3047 3.8630
H -0.9484 -4.0761 3.8619
H -1.6511 -2.9143 2.7150
H -0.8960 -4.4016 2.1161
H 2.4833 -1.2374 3.0444
H 2.2388 -1.3236 1.2911
H 0.6323 0.3700 3.8964
H 2.1378 1.3116 3.9023
H -1.0278 4.2799 2.7683
H -1.4147 4.4084 4.4997
H 0.0223 5.2197 3.8458
H 1.1878 2.0558 5.5251
H 0.9277 3.7639 5.8592
H -0.4193 2.6248 5.9792
N -0.9072 1.7636 -2.3495
C -0.4829 3.0809 -2.1107
C -1.2544 4.1583 -2.4606
C -0.8674 5.4719 -2.1169
C 0.2685 5.7032 -1.3988
C 1.0733 4.6100 -0.9961
C 2.2041 4.7538 -0.1591
C 2.8818 3.6471 0.2549
C 2.4639 2.3823 -0.2143
N 1.4562 2.2107 -1.0234
C 0.7268 3.2992 -1.3807
H -1.6570 1.6829 -3.0216
H -0.1496 1.1221 -2.5606
H -2.1758 3.9947 -3.0084
H -1.4955 6.2990 -2.4215
H 0.5556 6.7080 -1.1135
H 2.5042 5.7465 0.1576
H 3.7238 3.7202 0.9312
H 3.0092 1.4857 0.0606
N 3.3875 -2.0470 -2.5152
P 2.9136 -0.3768 -2.3865
C 4.4429 0.3200 -3.1512
C 5.2312 1.1842 -2.3976
C 6.3996 1.7266 -2.9223
C 6.7938 1.4028 -4.2105
C 6.0182 0.5362 -4.9739
C 4.8504 0.0065 -4.4498
C 1.7922 -0.1581 -3.8222
C 1.7475 1.0724 -4.4822
C 0.8306 1.2970 -5.4971
C -0.0572 0.2925 -5.8632
C -0.0267 -0.9275 -5.2028
C 0.8864 -1.1491 -4.1797
C 2.7805 -3.0186 -1.7493
C 3.2944 -4.3229 -1.6721
C 2.6042 -5.2527 -0.9281
C 1.4249 -4.8846 -0.2815
C 1.0018 -3.5760 -0.4251
N 1.6590 -2.6607 -1.1343
H 4.1961 -2.3208 -3.0498
H 4.9272 1.4403 -1.3895
H 6.9976 2.4022 -2.3238
H 7.6997 1.8268 -4.6249
H 6.3196 0.2850 -5.9830
H 4.2384 -0.6469 -5.0626
H 2.4354 1.8622 -4.1993
H 0.8083 2.2549 -6.0018
H -0.7737 0.4628 -6.6568
H -0.7229 -1.7078 -5.4815
H 0.8837 -2.0858 -3.6394
H 4.2071 -4.5851 -2.1927
H 2.9777 -6.2667 -0.8542
H 0.8458 -5.5971 0.2896
H 0.0679 -3.2367 0.0171
C -4.0280 2.8515 0.0973
C -4.5753 1.4897 -0.3594
O -3.7291 0.4504 -0.1637
C -5.8707 1.2092 0.4491
F -6.4928 0.0926 0.0571
F -6.7739 2.2082 0.3776
F -5.5640 1.0616 1.7486
C -4.9230 1.5791 -1.8695
F -5.3372 0.4237 -2.3831
F -3.8156 1.9355 -2.5727
F -5.8529 2.5086 -2.1564
H -3.7392 2.7676 1.1445
H -4.7594 3.6510 -0.0121
H -3.1402 3.0998 -0.4835
C -3.9624 -3.1497 -3.2525
C -2.6995 -3.6293 -2.5222
C -3.1029 -4.6284 -1.4267
C -1.7503 -4.3211 -3.5067
C -2.0507 -2.4716 -1.8758
C -1.6365 -1.4907 -1.2881
H -4.4708 -3.9962 -3.7220
H -3.7091 -2.4219 -4.0229
H -4.6468 -2.6691 -2.5528
H -3.6402 -5.4726 -1.8664
H -3.7462 -4.1461 -0.6905
H -2.2178 -5.0089 -0.9126
H -2.2359 -5.2049 -3.9285
H -0.8308 -4.6345 -3.0082
H -1.4839 -3.6585 -4.3297
*
```

**LUMO energy**: 0.3468 eV
**HOMO energy**: -7.6 eV
**Orbital gap**: 8.0 eV

Question: Number 3 is which compound?
Answer: C44H51BeNP2Si

Question: What is the formula in the third record?
Answer: C44H51BeNP2Si